# 1
The following is a quantum chemistry calculation of a molecular structure, C3H2CrO2 in a non-equilibrium geometry, from OMol25.

Atoms and positions in Å:
O (-0.74, -0.17, -0.91)
C (-0.75, 0.80, 0.06)
C (0.31, 0.65, 0.85)
O (1.04, -0.43, 0.43)
C (0.44, -0.94, -0.71)
Cr (0.45, -2.79, -1.32)
H (-1.48, 1.60, -0.04)
H (0.73, 1.28, 1.63)

Output
M (g mol⁻¹): 122.04
Multiplicity: 6
LUMO (alpha / beta) (eV): -4.95 / -4.94
Energy relative to the best compared isomer or geometry (same formula, charge and spin) (kcal/mol): 0.0
Expectation value of S²: 8.76
HOMO-LUMO gap (alpha / beta) (eV): 8.20 / 9.76
Total charge: +1
Calculated total energy (eV): -35649.1654

=====

# 2
The following is a quantum chemistry calculation of a molecular structure, C3H2CsFO2 in a non-equilibrium geometry, from OMol25.

Atoms and positions in Å:
O (1.08, -0.08, -0.47)
C (0.19, -1.02, -0.58)
C (0.45, 1.14, 0.09)
O (-1.00, -0.57, -0.34)
C (-1.02, 0.86, 0.12)
H (0.73, 2.00, -0.53)
H (0.90, 1.28, 1.08)
F (-1.54, 1.45, -1.09)
Cs (0.21, -5.05, 1.74)

Output
M (g mol⁻¹): 221.95
LUMO (eV): -1.79
Energy relative to the best compared isomer or geometry (same formula, charge and spin) (kcal/mol): 61.6
HOMO-LUMO gap (eV): 3.29
Total charge: 0
Calculated total energy (eV): -10498.5219

=====

# 3
The following is a quantum chemistry calculation of a molecular structure, C3H2CsFO2 in a non-equilibrium geometry, from OMol25.

Atoms and positions in Å:
C (-1.27, 2.08, -0.32)
C (0.26, -0.90, 1.21)
O (-1.32, 1.99, 0.82)
O (0.14, -0.62, -1.12)
C (0.82, -0.94, -0.04)
H (0.78, -0.71, 2.14)
F (-1.01, -1.43, 1.39)
H (1.91, -0.75, -0.01)
Cs (-0.31, 1.27, -4.08)

Output
M (g mol⁻¹): 221.95
LUMO (eV): -1.18
Energy relative to the best compared isomer or geometry (same formula, charge and spin) (kcal/mol): 12.3
HOMO-LUMO gap (eV): 4.03
Total charge: 0
Calculated total energy (eV): -10500.6626

=====

# 4
The following is a quantum chemistry calculation of a molecular structure, C3H2CuFO2 in a non-equilibrium geometry, from OMol25.

Atoms and positions in Å:
O (-0.82, -1.82, 0.06)
C (0.22, -1.15, -0.12)
O (1.40, -1.51, 0.11)
C (-1.27, 0.86, -0.09)
C (-0.05, 0.33, -0.24)
H (-1.94, 0.45, 0.66)
H (-1.51, 1.83, -0.52)
F (1.05, 1.11, 0.03)
Cu (2.91, -0.10, 0.09)

Output
M (g mol⁻¹): 152.59
LUMO (eV): -1.81
Energy relative to the best compared isomer or geometry (same formula, charge and spin) (kcal/mol): 0.0
HOMO-LUMO gap (eV): 7.21
Total charge: 0
Calculated total energy (eV): -54592.1850

=====

# 5
The following is a quantum chemistry calculation of a molecular structure, C3H2DyFO4 in a non-equilibrium geometry, from OMol25.

Atoms and positions in Å:
C (2.57, -0.60, -2.23)
O (3.68, -0.77, -2.05)
H (0.88, 0.60, -0.04)
C (-0.24, -1.47, 0.04)
O (-1.21, -0.56, 0.37)
C (-0.96, 0.72, 0.55)
O (0.21, 1.21, 0.34)
O (-1.90, 1.42, 0.94)
Dy (-2.81, 3.63, 1.66)
F (0.32, -1.98, 1.13)
H (-0.55, -2.20, -0.70)

Output
M (g mol⁻¹): 283.54
Multiplicity: 7
LUMO (eV): -16.29
Expectation value of S²: 12.01
HOMO-LUMO gap (eV): 5.91
Total charge: +3
Calculated total energy (eV): -38097.9536

=====

# 6
The following is a quantum chemistry calculation of a molecular structure, C3H2DyLiO3 in a non-equilibrium geometry, from OMol25.

Atoms and positions in Å:
O (-1.53, -0.86, 1.75)
O (-0.36, -0.27, -0.76)
C (0.37, 0.16, -1.81)
C (0.15, -0.12, 0.58)
O (1.48, 0.69, -1.54)
C (-0.85, 0.25, 1.46)
Li (-0.52, -0.17, -3.67)
H (-0.68, 0.82, 2.38)
H (-0.50, -1.51, 1.13)
Dy (2.44, 1.02, 0.48)

Output
M (g mol⁻¹): 255.49
Multiplicity: 7
LUMO (alpha / beta) (eV): -3.45 / -4.46
Energy relative to the best compared isomer or geometry (same formula, charge and spin) (kcal/mol): 97.8
Expectation value of S²: 12.06
HOMO-LUMO gap (alpha / beta) (eV): 6.67 / 5.67
Total charge: +1
Calculated total energy (eV): -33561.4525

=====

# 7
The following is a quantum chemistry calculation of 2 unconnected molecules or ions with the total composition C3H2F2 in a non-equilibrium geometry, from OMol25.

Atoms and positions in Å:
C (-1.53, 0.52, -0.41)
C (-1.63, -0.16, 0.56)
C (1.96, -0.83, -0.08)
F (2.16, 0.14, 0.78)
F (2.04, -0.16, -1.22)
H (-0.89, 1.19, -0.98)
H (-2.11, -0.69, 1.34)

Output
M (g mol⁻¹): 76.05
LUMO (eV): 0.08
Energy relative to the best compared isomer or geometry (same formula, charge and spin) (kcal/mol): 63.7
HOMO-LUMO gap (eV): 11.04
Total charge: 0
Calculated total energy (eV): -8573.4012

=====

# 8
The following is a quantum chemistry calculation of a molecular structure, C3H2F2O in a non-equilibrium geometry, from OMol25.

Atoms and positions in Å:
C (-0.32, 0.84, -0.13)
C (-1.10, -0.10, 0.39)
C (0.71, -0.35, -0.25)
O (-0.26, -1.22, 0.24)
F (1.35, -0.70, -1.36)
F (1.96, -0.25, 0.66)
H (-0.31, 1.93, -0.34)
H (-2.03, -0.15, 0.79)

Output
M (g mol⁻¹): 92.04
LUMO (eV): 0.75
Energy relative to the best compared isomer or geometry (same formula, charge and spin) (kcal/mol): 41.7
HOMO-LUMO gap (eV): 11.10
Total charge: 0
Calculated total energy (eV): -10623.1695